Computed, not measured: a structure of composition C8H18F2N2P2 in a non-equilibrium geometry, with the ωB97M-V functional and the def2-TZVPD basis.

Its LUMO energy is -0.014 Eh. Its energy above the lowest of the compared OMol25 structures with the same formula, charge and spin is 0.0 kJ/mol. The maximum force comes out at 5.73 eV/Å. The HOMO-LUMO gap is 8.40 eV. As for the total energy: -35580.39487 eV.

ORCA input file:
```
! wB97M-V def2-TZVPD RIJCOSX def2/J DEFGRID3
* xyz 0 1
C -2.17 -1.95 0.69
C -3.60 0.08 1.11
C -3.09 -0.58 -1.23
C 2.90 -0.93 -0.68
C 2.44 1.29 -1.42
C 4.00 0.97 0.57
C -2.54 -0.58 0.21
C 2.70 0.42 -0.16
N -1.36 0.26 0.28
N 1.63 0.62 0.77
F 0.06 0.99 2.44
F -2.42 2.33 -0.89
P 0.62 -0.27 1.43
P -1.06 1.73 -0.11
H -1.46 -2.42 0.05
H -1.66 -1.88 1.63
H -2.97 -2.57 0.95
H -3.09 0.28 2.04
H -4.41 -0.63 1.23
H -3.95 1.00 0.64
H -3.71 0.27 -1.35
H -2.24 -0.67 -1.93
H -3.67 -1.53 -1.23
H 2.33 -1.70 -0.18
H 2.78 -1.11 -1.64
H 3.90 -1.32 -0.43
H 3.18 1.29 -2.16
H 2.41 2.35 -1.12
H 1.53 1.08 -1.77
H 4.92 0.60 0.07
H 4.00 2.07 0.62
H 4.00 0.54 1.54
*
```

Results of the Mulliken charge analysis, in e, for atoms 1 through 2: number 1, C, carries -2.115; number 2, C, carries -1.641



Computed, not measured: a structure of composition C8H18F5IrN4O, with the ωB97M-V functional and the def2-TZVPD basis.

Its LUMO energy (spin up / spin down) is -0.134 / -0.129 Eh. Its energy above the lowest of the compared OMol25 structures with the same formula, charge and spin is 407.6 kJ/mol. The maximum force comes out at 0.42 eV/Å. The HOMO-LUMO gap (spin up / spin down) is 7.42 / 8.19 eV. As for the total energy: -33013.11322 eV.

ORCA input file:
```
! wB97M-V def2-TZVPD RIJCOSX def2/J DEFGRID3
* xyz 1 2
Ir 0.06 0.19 0.28
N 1.40 -1.06 -1.19
C 2.57 -1.59 -0.48
C 2.07 -2.23 0.79
N 1.35 -1.24 1.64
C 0.30 -1.91 2.46
C -0.86 -2.40 1.60
N -1.31 -1.33 0.67
C 2.25 -0.50 2.44
C 2.06 2.77 0.24
N 1.21 1.83 -0.50
H 0.81 -1.80 -1.56
H 1.65 -0.51 -2.01
H 3.25 -0.77 -0.26
H 3.13 -2.33 -1.07
H 2.88 -2.68 1.37
H 1.38 -3.03 0.53
H -0.06 -1.18 3.18
H 0.75 -2.75 3.01
H -1.68 -2.70 2.26
H -0.59 -3.28 1.01
H -2.15 -0.88 1.02
H -1.57 -1.70 -0.25
H 3.27 -0.40 2.13
H 1.85 0.05 3.28
H 3.04 2.85 -0.21
H 1.59 3.73 0.32
H 1.78 1.41 -1.23
H 0.46 2.29 -1.00
O -0.91 0.53 -1.22
F -1.55 0.54 2.57
C -0.78 1.16 1.63
F 2.24 2.30 1.52
C -1.16 2.63 1.73
F -0.79 3.15 2.90
F -0.60 3.36 0.75
F -2.49 2.76 1.62
*
```

Results of the Mulliken charge analysis, in e, for atoms 1 through 2: number 1, Ir, carries 2.082; number 2, N, carries -0.646